1.
34
Properties=species:S:1:pos:R:3:forces:R:3:lowdin_charge:R:1 method="wB97M-V/def2-TZVPD" total_energy_ev=-71057.91819 relative_energy_kcal_mol=0.0 homo_ev=-2.7 spin_multiplicity=1 mol_weight_g_mol=371.9 total_charge=-1 homo_lumo_gap_ev=2.6
Cl 3.502251 3.253055 2.238018 -0.24 -0.13 0.18 0.526
B 2.578631 1.685601 2.388266 0.91 -0.66 -0.90 -1.838
Cl 2.843412 0.604163 0.831724 -0.25 0.57 0.93 0.512
Cl 3.007372 0.707376 3.897470 -0.20 0.16 -0.04 0.505
O 1.093408 2.041106 2.440341 -1.56 -1.08 0.02 -0.033
C 0.197515 1.135050 2.460149 0.91 1.39 -0.04 -0.040
C -1.204662 1.443944 2.432884 -0.58 0.17 0.01 -0.149
C -2.066179 0.328580 2.412890 0.10 0.35 0.05 0.011
C -3.444483 0.494691 2.400583 -0.08 0.24 0.01 -0.075
C -3.982206 1.792181 2.405668 1.31 -0.46 -0.02 -0.654
Cl -5.680742 1.995047 2.406742 -0.20 0.09 -0.01 0.718
C -3.134256 2.915330 2.411240 0.08 -0.15 0.03 -0.076
C -1.753106 2.757560 2.426357 -0.04 -0.57 -0.03 0.037
H 0.489127 0.083317 2.520982 0.19 0.13 -0.14 0.136
H -1.609746 -0.662904 2.411045 -0.32 0.20 -0.05 0.132
H -4.104924 -0.368104 2.388414 0.11 0.20 -0.02 0.112
H -3.587068 3.902501 2.404502 0.16 -0.13 -0.01 0.110
H -1.093131 3.625842 2.434668 -0.18 -0.28 -0.03 0.135
O 0.845840 0.384249 -4.157017 0.04 2.11 -1.11 -0.051
C 0.020084 0.230402 -3.265991 0.65 -4.63 1.34 -0.704
C 0.271042 -1.286382 -2.590633 -2.15 0.84 -2.29 -0.319
C 0.691530 -2.383148 -3.612922 -0.03 0.65 0.44 -0.145
C 1.919740 -3.076469 -3.000789 -0.03 0.02 0.23 -0.177
C 2.282844 -2.255285 -1.735606 -0.14 -0.14 0.05 -0.228
N 1.320129 -1.183116 -1.713087 2.51 -0.13 1.87 -0.057
O -0.905997 0.784633 -2.679154 -0.61 1.98 -0.31 -0.076
H -0.697955 -1.524637 -2.124215 -0.13 -0.36 0.16 0.098
H -0.141803 -3.063571 -3.775809 0.00 -0.16 -0.08 0.089
H 0.974480 -1.931601 -4.564768 -0.19 0.22 0.13 0.092
H 1.672825 -4.106681 -2.728855 0.21 0.01 0.00 0.085
H 2.756781 -3.091059 -3.703510 -0.07 -0.09 0.06 0.091
H 2.199644 -2.915549 -0.851206 0.19 0.04 0.01 0.086
H 3.316419 -1.872779 -1.778299 -0.19 -0.12 0.06 0.098
H 1.423188 -0.443345 -1.030090 -0.21 -0.23 -0.52 0.049

***

2.
32
Properties=species:S:1:pos:R:3:forces:R:3:lowdin_charge:R:1 method="wB97M-V/def2-TZVPD" total_energy_ev=-23388.11599 relative_energy_kcal_mol=41.5 homo_ev=-7.5 spin_multiplicity=1 mol_weight_g_mol=256.1 homo_lumo_gap_ev=7.7
O 1.245876 -1.690499 3.063116 -0.15 0.75 0.11 0.032
O -2.532427 -3.488399 1.306635 0.86 0.38 -0.55 0.045
B 0.402092 1.123327 -0.094721 0.20 2.02 0.70 -0.391
C 0.298054 -1.578556 2.289991 1.53 -0.09 -0.65 -0.367
C -1.678982 -2.601934 1.252001 -1.18 -1.26 2.34 -0.390
C 0.242629 -0.533523 1.271113 -3.03 -2.37 -0.90 -0.124
C -0.834342 -0.557595 0.335781 -0.26 -1.27 3.63 -0.212
C 2.277979 3.771401 -2.916735 -0.15 -0.25 1.24 -0.079
C 1.022387 3.278709 -3.239089 -0.10 -1.31 1.32 -0.068
C 2.912233 3.426442 -1.700817 -0.46 0.40 -2.06 -0.068
C 0.402714 2.355948 -2.319197 0.56 1.69 -0.67 -0.013
C 2.295253 2.568610 -0.860957 0.23 0.42 1.33 -0.081
C 1.032421 2.093241 -1.066345 -1.74 -0.37 -2.57 -0.127
N 1.092761 0.575734 1.085884 -3.16 -1.45 -1.41 0.236
N -1.014568 0.614285 -0.298094 1.69 -0.67 -0.27 0.247
N -0.694885 -2.579957 2.287864 -0.63 2.66 -2.91 -0.001
N -1.805229 -1.565038 0.330833 1.75 -0.22 0.89 0.001
C -0.511622 -3.668646 3.192035 0.01 0.49 2.17 -0.033
C -2.822781 -1.783085 -0.685980 0.30 0.45 -1.33 -0.021
H 2.741761 4.499047 -3.530409 0.42 0.47 -0.71 0.087
H 0.564399 3.581173 -4.177588 -0.11 -0.21 0.23 0.098
H 3.874063 3.808404 -1.468282 0.69 0.38 0.12 0.097
H -0.600957 1.994336 -2.615894 0.74 -0.02 0.55 0.104
H 2.727084 2.370740 0.096003 0.52 -0.26 0.43 0.107
H 1.883460 0.463147 1.699044 0.55 0.86 -0.54 0.138
H -1.920377 0.711778 -0.792844 1.64 0.54 0.05 0.154
H -1.460180 -3.941383 3.687704 0.32 -0.13 -0.70 0.098
H -0.049578 -4.487333 2.646880 0.07 -0.30 0.48 0.101
H 0.129301 -3.219705 4.039508 -0.63 -1.17 -1.57 0.121
H -2.520290 -1.365859 -1.717645 -0.18 -0.69 1.65 0.119
H -3.751719 -1.293279 -0.383744 -0.07 -0.24 -0.11 0.093
H -2.946529 -2.881531 -0.716053 -0.26 0.76 -0.29 0.095